1.
DFT (ωB97M-V/def2-TZVPD) results for a cluster of 4 separate species, C3H14N2O2S in total at a distorted geometry.

DFT total energy (eV): -21241.889
Kohn-Sham gap (eV): 4.387
HOMO (Eh): -0.2897

Structure (XYZ):
```
22
Properties=species:S:1:pos:R:3:forces:R:3:lowdin_charge:R:1
C 0.310 -1.183 0.532 -4.34 -0.30 2.16 -0.254
C 0.500 -0.527 1.890 1.17 0.48 -1.05 -0.650
S 0.304 1.234 1.998 -0.61 -0.18 0.07 0.543
N -0.908 -0.793 -0.130 2.67 -0.44 0.99 0.090
C -0.696 -0.677 -1.587 -0.60 -1.56 -1.23 -0.301
N -0.200 0.593 -1.829 -1.56 0.20 -1.09 0.084
H 1.169 -0.877 -0.229 2.31 0.30 -1.94 0.075
H 0.410 -2.270 0.612 0.17 -0.13 -0.60 0.142
H 1.517 -0.782 2.170 0.08 -0.23 0.52 0.061
H -0.216 -0.964 2.607 0.14 -0.16 -0.18 0.097
H 2.544 1.848 -0.427 0.07 -0.14 0.04 0.028
H -1.227 0.087 0.260 -0.12 0.36 0.00 0.055
H 0.020 -1.455 -1.827 0.27 0.16 0.04 0.104
H -1.534 -1.024 -2.201 -0.51 0.88 0.47 0.131
H -0.847 1.286 -2.171 0.50 0.13 0.18 0.108
H 0.770 0.736 -1.664 0.48 0.41 -0.10 0.018
H 2.160 2.381 -0.763 -0.06 0.18 -0.05 0.037
H 2.431 -1.493 -1.586 -0.16 0.16 0.37 0.032
O 1.937 -0.680 -1.390 0.03 -0.18 1.38 -0.228
H -2.086 1.419 1.667 0.52 0.14 0.00 -0.102
H -3.314 1.652 2.487 -0.24 0.04 0.12 0.028
O -3.044 1.489 1.581 -0.21 -0.11 -0.08 -0.099
```
Forces are in eV/Å.

***

2.
DFT (ωB97M-V/def2-TZVPD) results for a cluster of 3 separate species, C3H14N2O3 in total at a distorted geometry.

DFT total energy (eV): -12459.958
Kohn-Sham gap (eV): 9.764
HOMO (Eh): -0.3343

Structure (XYZ):
```
22
Properties=species:S:1:pos:R:3:forces:R:3:lowdin_charge:R:1
N -1.775 -1.998 -0.955 -0.52 -0.67 0.45 0.001
C -2.376 -0.751 -0.556 0.25 0.76 0.09 -0.280
C -1.328 0.231 -0.039 0.02 -0.48 -0.04 -0.241
N -0.481 0.724 -1.103 -0.39 0.21 -0.29 -0.050
C 0.518 1.681 -0.751 0.85 -1.17 0.21 -0.272
O 1.591 0.997 -0.076 -0.01 0.28 0.12 -0.088
H -2.196 -2.421 -1.757 0.01 -0.10 -0.21 0.060
H -0.777 -2.071 -0.985 0.22 0.42 -0.09 0.057
H -3.094 -0.839 0.265 -0.07 -0.46 -0.06 0.104
H -2.931 -0.331 -1.401 -0.03 0.29 0.02 0.107
H -1.745 0.987 0.638 -0.26 0.30 -0.42 0.123
H -0.712 -0.366 0.619 0.38 -0.33 0.30 0.087
H -1.026 0.983 -1.914 0.07 0.16 0.00 0.116
H 0.929 2.102 -1.669 -0.33 0.48 0.07 0.123
H 0.215 2.414 0.000 -0.19 0.31 -0.24 0.118
H 1.963 0.358 -0.694 -0.21 -0.04 -0.16 0.064
O 2.808 -1.812 0.270 0.54 -0.89 -0.54 -0.046
H 1.895 -1.884 0.554 0.05 0.67 0.18 0.028
H 3.156 -0.921 0.298 -0.50 0.18 0.48 0.020
O 0.449 0.941 2.839 -0.18 0.11 0.95 -0.055
H 0.755 1.800 2.529 -0.02 -0.50 -0.44 0.035
H 0.278 0.341 2.112 0.32 0.45 -0.38 -0.012
```
Forces are in eV/Å.

***

3.
DFT (ωB97M-V/def2-TZVPD) results for a cluster of 2 separate species, C3H14N6 in total at a distorted geometry.

DFT total energy (eV): -12259.828
Kohn-Sham gap (eV): 9.261
Net charge: +2
HOMO (Eh): -0.5350

Structure (XYZ):
```
23
Properties=species:S:1:pos:R:3:forces:R:3:lowdin_charge:R:1
C 0.066 3.610 5.347 -2.07 1.91 -1.22 -0.169
C 1.424 3.620 4.762 3.53 0.92 -0.22 -0.089
C -0.137 2.577 3.387 -1.70 0.78 -3.26 -0.170
N -0.687 2.616 4.661 -0.71 -1.21 -0.10 -0.006
N 3.333 2.631 2.758 0.74 -0.98 -0.99 0.111
N -2.939 -6.598 -9.206 0.11 -2.40 -0.10 0.132
N 2.029 2.460 2.670 1.43 0.29 1.27 0.073
N 1.255 2.871 3.555 1.13 -1.56 -0.74 -0.126
N -1.563 -7.078 -8.983 0.47 -0.13 -0.40 0.052
H -0.005 3.570 6.378 0.10 -0.37 2.01 0.119
H -0.457 4.535 5.041 0.55 0.15 0.41 0.145
H 1.725 4.574 4.287 0.05 0.29 1.24 0.155
H 2.271 3.229 5.404 -0.95 0.28 -0.73 0.162
H -0.222 1.751 2.627 -0.39 0.35 1.46 0.169
H -0.512 3.484 2.858 -0.01 -0.37 -0.12 0.153
H -0.890 1.747 5.076 0.11 -1.03 0.81 0.125
H 3.722 1.952 2.040 0.12 1.75 1.38 0.162
H 3.979 3.164 3.443 -1.93 -1.17 -1.19 0.185
H -3.121 -5.593 -9.266 0.90 0.15 0.57 0.180
H -3.221 -7.012 -8.299 -1.61 0.92 -0.71 0.183
H -3.459 -6.994 -10.044 0.64 -0.02 1.20 0.203
H -0.994 -7.034 -9.825 -0.24 0.19 -0.10 0.110
H -1.598 -8.080 -8.672 -0.28 1.25 -0.50 0.139
```
Forces are in eV/Å.

***

4.
DFT (ωB97M-V/def2-TZVPD) results for a cluster of 3 separate species, C3H14NO2 in total at a distorted geometry.

DFT total energy (eV): -8916.830
Kohn-Sham gap (eV): 10.858
Net charge: +1
HOMO (Eh): -0.5160

Structure (XYZ):
```
20
Properties=species:S:1:pos:R:3:forces:R:3:lowdin_charge:R:1
C -1.091 1.286 -0.556 0.12 0.10 0.09 -0.047
C 0.350 1.268 -0.069 -0.12 -0.16 -0.51 -0.172
N 0.428 0.662 1.313 -0.05 -0.55 -0.17 -0.019
C 1.382 1.327 2.221 0.14 -0.24 0.75 0.001
H -1.566 0.413 -0.122 -0.48 -0.09 -0.04 0.079
H -1.162 1.161 -1.632 0.19 0.04 -0.10 0.092
H -1.633 2.198 -0.302 0.05 -0.16 0.21 0.091
H 0.848 2.225 -0.042 -0.11 0.36 0.13 0.124
H 0.943 0.628 -0.712 0.13 -0.15 0.05 0.120
H -0.510 0.596 1.724 0.22 0.33 -0.03 0.177
H 0.708 -0.319 1.166 -0.11 0.14 -0.15 0.118
H 2.385 1.260 1.801 -0.15 0.21 -0.09 0.115
H 1.052 2.344 2.381 0.16 0.28 -0.14 0.106
H 1.384 0.825 3.193 -0.05 -0.03 -0.23 0.109
H 0.734 -2.557 -0.593 0.00 0.27 -0.18 0.074
H 1.081 -2.439 0.868 0.12 -0.09 -0.10 0.068
O 0.945 -1.897 0.080 -0.06 -0.27 0.47 -0.039
H -2.245 -3.283 -4.269 0.06 0.39 -0.22 0.042
H -2.030 -3.106 -2.811 0.01 0.52 -0.32 0.033
O -2.003 -2.590 -3.638 -0.07 -0.91 0.57 -0.075
```
Forces are in eV/Å.

***

5.
DFT (ωB97M-V/def2-TZVPD) results for a cluster of 3 separate species, C3H14NO2 in total at a distorted geometry.

DFT total energy (eV): -8916.605
Kohn-Sham gap (eV): 11.031
Net charge: +1
HOMO (Eh): -0.5160

Structure (XYZ):
```
20
Properties=species:S:1:pos:R:3:forces:R:3:lowdin_charge:R:1
C 0.509 -1.033 -1.134 0.10 0.30 0.23 -0.046
C 1.073 -0.900 0.285 0.33 -0.73 -0.26 -0.193
N 1.503 0.507 0.570 -2.50 0.71 0.25 -0.009
C 1.706 0.759 2.033 0.81 -2.01 0.05 0.014
H -0.489 -0.611 -1.276 0.06 -0.06 0.31 0.082
H 0.487 -2.084 -1.411 -0.04 -0.02 0.00 0.092
H 1.165 -0.518 -1.842 0.09 -0.15 0.00 0.087
H 1.962 -1.525 0.401 -0.01 0.08 -0.05 0.134
H 0.399 -1.196 1.095 -0.12 0.17 -0.37 0.127
H 2.248 0.777 -0.067 0.30 0.18 0.30 0.184
H 0.658 1.050 0.330 0.29 0.24 -0.33 0.149
H 0.812 0.496 2.600 -0.38 0.71 -0.49 0.098
H 2.322 -0.107 2.295 0.76 0.71 0.47 0.106
H 2.114 1.732 2.272 0.05 -0.04 -0.14 0.112
H -1.525 0.423 1.778 -0.40 0.53 -0.39 0.050
H -2.542 1.179 0.898 0.09 0.00 -0.03 0.062
O -1.601 1.130 1.110 0.51 -0.62 0.41 -0.052
H -3.754 -0.732 -3.699 -0.44 0.20 -0.74 0.027
H -3.606 0.787 -3.206 -0.39 0.01 -0.68 0.029
O -3.442 -0.135 -3.032 0.88 -0.20 1.46 -0.052
```
Forces are in eV/Å.

***

6.
DFT (ωB97M-V/def2-TZVPD) results for a cluster of 3 separate species, C3H14NO2S2 in total at a distorted geometry.

DFT total energy (eV): -30587.261
Kohn-Sham gap (eV): 9.876
Net charge: +1
HOMO (Eh): -0.4704

Structure (XYZ):
```
22
Properties=species:S:1:pos:R:3:forces:R:3:lowdin_charge:R:1
N -0.567 1.313 0.991 0.75 -0.18 1.84 0.160
C 0.031 1.224 -0.402 -0.13 -0.39 -0.02 -0.374
C -1.098 1.025 -1.390 1.26 -0.54 -1.62 -0.036
C 0.993 0.041 -0.525 0.58 0.55 0.74 -0.532
S 2.529 0.108 0.489 -0.32 -0.28 -0.25 0.511
S 1.922 0.105 2.454 -0.04 0.88 0.33 0.370
H -1.580 1.309 1.134 0.05 0.40 -0.70 0.155
H -0.282 0.531 1.607 0.04 -0.47 -0.65 0.033
H -0.137 2.044 1.564 -0.35 0.55 -0.43 0.153
H 0.584 2.169 -0.593 -0.44 -0.60 0.25 0.162
H -1.393 1.954 -1.865 -1.03 0.10 0.61 0.095
H -0.617 0.545 -2.255 -0.03 -0.03 0.06 0.090
H -1.818 0.251 -1.107 -0.35 0.74 0.27 0.102
H 0.584 -0.953 -0.412 -0.65 0.02 0.34 0.073
H 1.306 0.013 -1.567 0.42 0.29 0.17 0.060
H 1.637 -1.133 2.870 0.19 -0.58 -0.53 -0.169
H 0.674 -2.576 -2.734 0.20 -0.11 -0.13 0.061
H 2.169 -2.249 -2.517 0.05 -0.22 -0.14 0.063
O 1.283 -1.882 -2.465 -0.18 -0.13 -0.12 -0.053
H -1.705 -1.562 2.870 0.04 0.07 0.12 0.061
H -2.614 -1.353 1.678 0.09 0.13 0.08 0.063
O -1.902 -0.925 2.175 -0.14 -0.18 -0.22 -0.050
```
Forces are in eV/Å.

***

7.
DFT (ωB97M-V/def2-TZVPD) results for a structure of composition C3H14NO4 at a distorted geometry.

DFT total energy (eV): -13019.182
Kohn-Sham gap (eV): 8.411
Net charge: -1
HOMO (Eh): -0.1670

Structure (XYZ):
```
22
Properties=species:S:1:pos:R:3:forces:R:3:lowdin_charge:R:1
C -0.588 -1.049 0.263 1.74 0.10 -0.33 -0.268
N -0.803 0.320 -0.172 -0.15 0.65 0.13 -0.086
C 0.096 1.307 0.488 -0.22 0.75 1.11 -0.440
O 1.404 1.195 0.228 0.15 -0.12 -0.29 -0.287
C -1.466 -2.063 -0.457 0.54 -0.29 0.83 -0.084
H -0.606 -1.006 1.362 -0.79 -0.34 -0.19 0.126
H 0.474 -1.302 0.119 -0.11 -0.13 -0.29 0.095
H -0.774 0.513 -1.169 0.30 -0.71 -0.10 0.133
H -0.327 2.320 0.282 0.02 -0.32 -0.56 0.109
H -0.148 1.220 1.574 0.10 -0.40 0.00 0.108
H -2.508 -1.925 -0.180 -0.16 0.08 -0.46 0.063
H -1.258 -2.038 -1.530 -0.41 0.29 0.02 0.072
H -1.158 -3.069 -0.146 -0.12 0.10 0.10 0.065
H -3.382 1.343 0.975 0.01 0.31 0.49 -0.052
H -2.068 0.579 0.129 -1.29 0.72 0.08 -0.016
O -3.196 0.824 0.203 0.37 -0.60 -0.45 -0.255
H 1.604 0.778 -1.434 0.05 -0.42 0.87 -0.013
H 1.612 -0.733 -1.855 0.03 -0.40 0.64 -0.006
O 1.651 0.151 -2.190 0.02 0.65 -1.57 -0.102
H 3.367 -0.180 2.066 0.17 0.21 0.10 -0.005
H 2.210 0.028 1.048 -0.05 0.18 0.01 -0.021
O 2.702 -0.667 1.585 -0.21 -0.29 -0.13 -0.138
```
Forces are in eV/Å.

***

8.
DFT (ωB97M-V/def2-TZVPD) results for a cluster of 4 separate species, C3H14O3 in total at a distorted geometry.

DFT total energy (eV): -9480.410
Kohn-Sham gap (eV): 11.302
HOMO (Eh): -0.3957

Structure (XYZ):
```
20
Properties=species:S:1:pos:R:3:forces:R:3:lowdin_charge:R:1
C 0.715 -4.012 -3.244 0.18 0.58 0.94 -0.124
C 0.099 -2.615 -3.201 0.24 0.09 -0.80 -0.334
C 1.154 -1.527 -3.200 0.15 1.08 -0.03 -0.145
H -0.010 -4.786 -2.997 -0.07 -0.12 -0.46 0.064
H 1.480 -4.080 -2.453 -0.01 -0.04 -0.38 0.073
H 1.180 -4.130 -4.221 0.01 -0.45 0.08 0.071
H -0.544 -2.453 -2.346 -0.22 -0.17 0.27 0.095
H -0.507 -2.479 -4.096 -0.29 -0.06 0.01 0.095
H 0.724 -0.522 -3.329 -0.19 -0.28 0.16 0.068
H 1.661 -1.502 -2.239 0.31 -0.07 0.10 0.065
H 1.906 -1.563 -3.997 -0.11 -0.55 0.11 0.073
O -1.808 2.657 5.428 -0.03 -0.32 -0.01 -0.049
H -1.723 3.294 6.142 0.03 0.07 -0.04 0.049
H -0.932 2.577 5.038 0.06 0.17 0.08 0.041
O -3.184 3.078 2.881 -0.27 -0.12 0.21 -0.081
H -2.962 2.583 3.695 0.22 0.43 -0.66 0.007
H -2.557 2.869 2.181 0.02 -0.19 0.40 0.025
O 1.525 4.137 3.631 0.26 0.19 -0.25 -0.064
H 1.785 3.527 2.933 -0.07 -0.08 0.07 0.032
H 1.996 4.950 3.393 -0.22 -0.17 0.21 0.040
```
Forces are in eV/Å.

***

9.
DFT (ωB97M-V/def2-TZVPD) results for a cluster of 4 separate species, C3H14O3S in total at a distorted geometry.

DFT total energy (eV): -20315.108
Kohn-Sham gap (eV): 8.946
HOMO (Eh): -0.3055

Structure (XYZ):
```
21
Properties=species:S:1:pos:R:3:forces:R:3:lowdin_charge:R:1
C -0.646 0.842 0.454 1.56 0.34 0.13 -0.157
C 0.868 1.117 0.549 0.52 -1.62 0.25 -0.530
S 1.825 -0.468 0.708 -0.23 -0.09 -0.13 0.743
C 1.225 -1.169 2.293 0.16 2.01 -0.49 -0.404
H -1.157 1.683 0.921 -0.46 -0.12 -0.31 0.075
H -0.833 -0.077 1.000 -0.52 0.09 0.00 0.041
H -0.834 0.697 -0.606 -0.61 -0.03 0.12 0.054
H 1.175 1.758 1.372 -0.11 0.16 -0.02 0.061
H 1.316 1.439 -0.385 -0.19 0.63 -0.06 0.044
H 2.119 -1.522 2.788 -0.27 -0.66 0.20 0.019
H 0.921 -0.255 2.801 -0.04 -0.09 0.53 0.025
H 0.335 -1.779 2.245 0.25 -0.63 -0.15 0.027
O -2.741 -0.224 3.212 -0.90 -0.20 -0.02 -0.065
H -3.448 0.320 2.841 0.41 0.39 -0.16 0.037
H -3.289 -0.972 3.487 0.53 -0.20 0.17 0.038
O -3.105 0.612 -1.823 -0.13 -0.23 0.11 -0.059
H -2.666 1.397 -1.486 -0.02 0.07 -0.17 0.016
H -3.240 0.735 -2.766 0.07 0.17 0.02 0.036
O 3.927 -1.552 -6.200 0.07 0.07 0.14 -0.062
H 3.926 -0.616 -5.978 -0.05 0.04 -0.09 0.030
H 4.323 -1.965 -5.426 -0.02 -0.11 -0.04 0.032
```
Forces are in eV/Å.

***

10.
DFT (ωB97M-V/def2-TZVPD) results for a cluster of 4 separate species, C3H14O3S in total at a distorted geometry.

DFT total energy (eV): -20315.671
Kohn-Sham gap (eV): 9.315
HOMO (Eh): -0.3295

Structure (XYZ):
```
21
Properties=species:S:1:pos:R:3:forces:R:3:lowdin_charge:R:1
C 2.349 -0.335 0.438 0.13 0.18 -0.14 -0.116
C 1.430 -0.075 1.610 -0.38 -0.45 0.93 -0.356
C 0.177 -0.945 1.631 0.30 -0.77 -0.02 -0.604
S -0.818 -0.688 3.117 -1.07 0.61 -0.52 0.705
H 3.082 0.468 0.349 0.02 -0.04 -0.09 0.075
H 1.811 -0.416 -0.509 -0.03 0.08 -0.02 0.060
H 2.901 -1.265 0.581 -0.03 -0.05 -0.05 0.074
H 1.962 -0.310 2.540 0.11 0.01 -0.10 0.098
H 1.106 0.952 1.752 0.11 0.20 -0.49 0.083
H 0.402 -2.015 1.627 0.35 0.07 -0.08 0.067
H -0.462 -0.832 0.752 -0.10 0.48 0.14 0.058
H 0.021 -1.211 3.974 0.64 -0.38 0.49 -0.169
O -3.744 0.966 -2.791 0.03 0.08 0.04 -0.058
H -4.213 1.182 -1.976 0.06 0.01 -0.18 0.039
H -3.769 1.770 -3.326 -0.01 -0.16 0.15 0.042
O -0.622 -0.835 -2.853 -0.10 0.19 -0.07 -0.068
H -0.448 -1.302 -2.027 -0.38 0.06 -0.18 0.021
H -1.578 -0.679 -2.937 0.41 -0.15 0.32 0.026
O 0.135 2.071 -0.330 0.84 0.39 0.14 -0.041
H -0.603 1.608 -0.703 -0.56 -0.39 -0.45 0.017
H 0.880 1.892 -0.922 -0.36 0.03 0.16 0.047
```
Forces are in eV/Å.

***

11.
DFT (ωB97M-V/def2-TZVPD) results for a cluster of 4 separate species, C3H14O3S in total at a distorted geometry.

DFT total energy (eV): -20307.036
2S+1: 2
Expectation value of S²: 0.75
Kohn-Sham gap (alpha / beta) (eV): 9.702 / 4.695
Net charge: +1
HOMO (alpha / beta) (Eh): -0.4986 / -0.4986

Structure (XYZ):
```
21
Properties=species:S:1:pos:R:3:forces:R:3:lowdin_spin:R:1
C 0.702 -0.558 -2.819 -0.73 0.39 -0.52 0.024
C 0.779 0.721 -1.989 1.26 -0.08 -0.08 0.068
C -0.521 1.532 -2.147 -0.20 -0.39 0.41 0.084
S -0.526 2.750 -0.852 -0.12 -0.20 -0.07 0.775
H 0.047 -1.260 -2.311 0.05 -0.24 -0.06 0.000
H 0.256 -0.323 -3.794 0.19 -0.23 0.05 0.001
H 1.684 -0.995 -2.981 0.02 0.02 0.15 0.005
H 1.634 1.334 -2.292 -0.17 0.03 -0.09 0.000
H 0.988 0.405 -0.970 -0.32 0.24 0.35 0.004
H -0.580 2.010 -3.123 -0.02 0.03 -0.02 0.013
H -1.370 0.875 -1.961 -0.14 0.18 -0.05 -0.001
H 0.444 3.521 -1.372 0.14 0.17 -0.01 0.026
H -0.897 0.364 3.579 0.16 0.14 -0.10 0.000
H -0.618 1.229 4.840 0.05 0.15 -0.11 0.000
O -0.913 0.369 4.540 -0.14 -0.38 0.13 0.000
H -0.641 -3.029 3.719 -0.03 0.02 0.03 0.000
H -1.358 -3.548 2.460 0.23 0.12 0.13 0.000
O -0.566 -3.082 2.761 -0.10 0.03 -0.20 0.000
H 0.161 -1.432 1.853 -0.35 -0.17 0.08 0.000
H 1.115 -0.330 1.421 0.04 0.00 0.15 0.000
O 0.180 -0.554 1.438 0.19 0.20 -0.18 0.001
```
Forces are in eV/Å.

***

12.
DFT (ωB97M-V/def2-TZVPD) results for a cluster of 4 separate species, C3H14O4S in total at a distorted geometry.

DFT total energy (eV): -22362.909
Kohn-Sham gap (eV): 9.493
HOMO (Eh): -0.3404

Structure (XYZ):
```
22
Properties=species:S:1:pos:R:3:forces:R:3:lowdin_charge:R:1
O 0.308 -1.928 1.278 0.05 -0.16 0.22 -0.078
C 0.163 -2.179 -0.123 0.42 0.87 0.18 -0.253
C 1.355 -1.504 -0.792 0.20 -0.14 -0.65 -0.251
C 1.174 -0.054 -1.244 -0.26 0.07 1.76 -0.607
S 0.713 0.228 -2.940 0.14 0.41 -0.79 0.712
H -0.519 -1.630 1.663 -0.20 -0.05 -0.22 0.060
H 0.236 -3.242 -0.347 -0.39 -0.15 0.24 0.111
H -0.787 -1.745 -0.439 -0.08 -0.28 -0.33 0.110
H 2.162 -1.581 -0.062 0.08 0.10 -0.07 0.112
H 1.668 -2.061 -1.677 0.02 -0.20 0.03 0.095
H 2.093 0.511 -1.080 0.17 -0.10 -0.49 0.072
H 0.517 0.454 -0.524 -0.23 -0.09 -0.28 0.051
H -0.546 -0.218 -3.029 -0.02 -0.17 0.44 -0.154
O -1.240 2.667 0.181 -0.05 -0.57 0.33 -0.035
H -1.096 1.960 -0.455 0.11 -0.09 -0.08 0.027
H -1.362 3.438 -0.366 -0.06 0.53 -0.19 0.049
O -2.743 -0.241 1.112 0.11 0.74 0.94 -0.059
H -2.537 0.706 1.193 0.17 -0.06 -0.69 0.025
H -3.062 -0.356 2.020 -0.15 -0.63 -0.23 0.048
O 1.415 2.553 1.866 0.07 0.06 0.04 -0.063
H 1.623 1.637 2.069 -0.10 -0.03 0.01 0.028
H 0.467 2.585 1.696 0.00 -0.06 -0.15 -0.002
```
Forces are in eV/Å.